# 1
DFT (ωB97M-V with the def2-TZVPD basis set) results for C22H25BF4MgN5S as an isolated structure.

Structure (XYZ):
```
59
Properties=species:S:1:pos:R:3:forces:R:3
Mg 0.0823 0.0905 -0.4798 -0.0751 0.0897 0.1318
C -2.2409 -3.1582 4.4403 -0.0006 -0.0047 -0.0197
C -1.3604 -3.8645 3.4135 -0.0105 0.0059 0.0105
N -0.2633 -3.0534 2.9338 0.1139 0.0277 0.0031
C -0.4204 -2.0103 2.0647 -0.1597 0.1439 0.0152
S 0.9251 -0.9817 1.8040 0.1301 -0.0805 0.0349
N -1.6266 -1.8961 1.5470 0.0240 -0.0312 0.0011
N -1.7446 -0.8892 0.6385 -0.1879 -0.0851 0.0938
C -2.9475 -0.5879 0.3046 0.0919 0.0597 -0.0645
C -4.1695 -1.2534 0.8620 -0.0038 -0.0373 -0.0193
C -3.0973 0.5038 -0.6794 -0.1104 -0.0240 0.0254
C -4.3351 1.0979 -0.9288 0.0687 -0.0335 0.0162
C -4.4059 2.1401 -1.8352 -0.0115 0.0078 -0.0102
C -3.2498 2.5587 -2.4710 -0.0115 -0.0116 0.0022
C -2.0637 1.9085 -2.1672 0.0032 0.0104 -0.0441
N -1.9885 0.9090 -1.2990 0.0790 0.0223 -0.0064
H -3.0585 -3.8081 4.7616 -0.0001 -0.0012 0.0053
H -2.6635 -2.2563 3.9990 0.0000 0.0001 0.0022
H -1.6608 -2.8741 5.3203 0.0038 -0.0019 0.0097
H -1.9629 -4.1594 2.5544 0.0049 -0.0103 0.0046
H -0.9285 -4.7716 3.8433 -0.0186 -0.0069 -0.0011
H 0.5890 -3.0182 3.4653 -0.0005 -0.0405 -0.0142
H -3.8841 -2.2002 1.3102 -0.0161 -0.0065 -0.0005
H -4.9089 -1.4222 0.0777 -0.0015 -0.0047 0.0021
H -4.6366 -0.6381 1.6366 0.0141 0.0195 0.0016
H -5.2173 0.7536 -0.4093 -0.0152 0.0139 -0.0001
H -5.3549 2.6208 -2.0395 0.0019 0.0054 -0.0014
H -3.2570 3.3706 -3.1846 0.0064 -0.0040 -0.0091
H -1.1323 2.1928 -2.6369 -0.0004 0.0052 0.0109
C 6.5067 -1.3263 -1.1661 -0.0156 0.0112 -0.0254
C 5.0420 -1.0053 -1.0644 -0.0154 -0.0158 0.0041
C 4.5975 0.2534 -0.6862 0.0386 -0.0026 -0.0078
C 3.2377 0.5130 -0.6304 0.0312 -0.0080 0.0101
N 2.3144 -0.4000 -0.9228 0.0095 0.0231 -0.0614
C 2.7350 -1.6116 -1.2837 -0.0281 -0.0716 -0.0254
C 4.0724 -1.9536 -1.3675 0.0232 0.0360 0.0054
H 7.1053 -0.6344 -0.5743 -0.0005 0.0016 0.0059
H 6.8381 -1.2519 -2.2044 0.0117 -0.0056 0.0055
H 6.7116 -2.3418 -0.8268 0.0000 -0.0040 0.0034
H 5.3025 1.0345 -0.4295 -0.0079 0.0082 0.0041
H 2.8607 1.4828 -0.3306 0.0027 -0.0064 0.0113
H 1.9618 -2.3317 -1.5149 0.0051 -0.0082 0.0079
H 4.3524 -2.9566 -1.6646 -0.0116 -0.0074 -0.0023
C 0.8730 4.9968 0.5048 0.0011 0.0285 0.0189
C 1.1428 4.4907 -0.7597 0.0013 0.0012 -0.0061
C 0.9608 3.1345 -1.0181 -0.0144 -0.0223 -0.0144
C 0.5133 2.2094 -0.0563 -0.0209 0.0185 -0.0133
C 0.2654 2.7733 1.2073 -0.0263 -0.0482 0.0192
C 0.4305 4.1261 1.4919 0.0155 0.0194 -0.0061
H 1.0107 6.0512 0.7192 -0.0041 -0.0021 -0.0041
H 1.4964 5.1552 -1.5428 -0.0008 -0.0062 -0.0108
H 1.1897 2.7817 -2.0243 0.0036 0.0054 -0.0005
H -0.0653 2.1243 2.0160 -0.0002 -0.0059 -0.0004
H 0.2198 4.5044 2.4879 -0.0013 -0.0091 0.0047
F -0.3169 -1.5667 -1.7425 0.0991 0.1317 -0.1348
B -0.1441 -1.0325 -3.0956 -0.0210 0.0183 0.1980
F 0.8127 -1.7854 -3.7477 0.0442 -0.0085 -0.0537
F -1.3562 -1.0350 -3.7502 -0.0408 -0.0076 -0.0253
F 0.3118 0.2979 -2.8699 0.0034 -0.0913 -0.0872
```
Forces are in eV/Å.

Calculated values
* DFT total energy: -58508.342 eV
* maximum force: 0.2 eV Å⁻¹
* net charge: -1
* orbital gap: 7.38 eV
* ΔE to the lowest compared entry with this formula, charge and spin: 5.8 kJ/mol
* E_HOMO: -4.601 eV

# 2
DFT (ωB97M-V with the def2-TZVPD basis set) results for C22H55Cl2N3O2Si2 as an isolated structure.

Structure (XYZ):
```
86
Properties=species:S:1:pos:R:3:forces:R:3
C 0.3806 1.3621 -7.0356 0.1261 0.0857 -0.0205
Si 0.3609 0.8145 -5.2575 -0.0240 -0.2026 -0.2144
O 1.8850 0.3059 -4.8217 -0.0887 0.3953 0.1117
Si 3.1094 1.2129 -4.2219 0.0630 -0.2341 0.1264
O 4.0891 0.2495 -3.3213 -0.1452 -0.2537 -0.2792
C 4.0403 1.9314 -5.6719 0.0280 0.3360 0.0810
Cl 4.2403 0.7960 -6.9702 0.0676 -0.0964 -0.1273
C 4.5562 3.1616 -5.7444 -0.1264 -0.0251 0.1688
C 4.4793 4.1895 -4.6411 0.0059 0.0253 -0.0192
Cl 5.4285 3.6949 -7.1404 0.0795 -0.0162 -0.0736
H 1.1827 0.8246 -7.5546 -0.1823 0.0281 -0.0001
H 0.5899 2.4318 -7.1287 -0.0381 -0.0926 -0.0225
H -0.5721 1.1438 -7.5260 0.1056 0.0577 0.0112
H -0.5605 -0.3252 -5.0956 0.0297 -0.0191 0.1143
H -0.0120 1.9249 -4.3490 -0.0637 -0.0231 0.0080
H 2.5998 2.2784 -3.3447 0.0438 -0.0044 0.0019
H 4.1113 -0.6644 -3.6406 0.1266 0.2129 0.2000
H 5.2379 3.9868 -3.8770 -0.1182 0.0190 -0.0951
H 3.4936 4.1903 -4.1712 0.1664 -0.0341 0.0014
H 4.6710 5.1871 -5.0391 -0.0588 -0.1378 0.0093
C 1.3061 -1.4862 -1.8546 0.0074 0.0368 0.0320
C 0.0116 -1.2780 -1.0859 -0.0100 -0.0002 0.0078
N -1.1445 -1.8645 -1.7443 0.0713 0.0267 0.0432
C -2.4068 -1.4219 -1.1790 -0.0374 0.0678 -0.0080
C -2.7028 -1.7996 0.2756 -0.0734 0.0057 0.0431
C -1.0383 -3.2799 -2.0563 -0.0224 -0.0703 -0.0340
C -0.7537 -4.2492 -0.9008 -0.0228 -0.0083 -0.0331
H 1.2037 -1.1271 -2.8785 0.0105 -0.0494 -0.0079
H 2.1128 -0.9294 -1.3747 0.0068 0.0064 -0.0179
H 1.6070 -2.5347 -1.8865 -0.0197 -0.0133 0.0236
H -0.1840 -0.2040 -1.0089 0.0077 -0.0034 0.0206
H 0.1505 -1.6353 -0.0510 -0.0130 -0.0128 -0.0220
H -3.2142 -1.7818 -1.8226 0.0234 -0.0377 -0.0070
H -2.4215 -0.3298 -1.2586 0.0170 0.0036 0.0109
H -2.9800 -2.8475 0.3896 0.0545 -0.0161 -0.0269
H -3.5337 -1.2007 0.6539 -0.0085 -0.0044 -0.0100
H -1.8421 -1.6027 0.9173 -0.0100 -0.0118 0.0213
H -0.2520 -3.3996 -2.8051 0.0216 0.0290 0.0067
H -1.9656 -3.5691 -2.5574 -0.0075 -0.0086 0.0160
H 0.0386 -3.8737 -0.2509 0.0242 -0.0064 -0.0269
H -0.4211 -5.2097 -1.2987 -0.0140 -0.0079 0.0002
H -1.6328 -4.4357 -0.2851 0.0107 0.0431 0.0268
C 2.5536 -3.4575 2.4503 -0.0158 -0.0150 -0.0228
C 1.1423 -2.9272 2.6450 0.0047 0.0086 -0.0013
N 0.5984 -3.2080 3.9627 0.0424 0.0024 -0.0641
C -0.8309 -2.9693 4.0471 -0.0392 -0.0294 -0.0586
C -1.3224 -1.5287 3.8724 -0.1711 0.0149 0.0606
C 1.3955 -2.7443 5.0860 0.0276 0.0292 0.0772
C 1.7278 -1.2473 5.1582 -0.0054 -0.0184 0.0297
H 2.5985 -4.5237 2.6764 0.0024 0.0019 0.0156
H 2.8612 -3.3097 1.4139 0.0025 -0.0102 -0.0045
H 3.2782 -2.9416 3.0811 -0.0010 0.0118 0.0026
H 0.4789 -3.4152 1.9248 -0.0092 0.0240 -0.0039
H 1.1308 -1.8537 2.3905 0.0034 -0.0043 0.0203
H -1.1889 -3.3608 5.0031 0.0415 0.0137 0.0207
H -1.2980 -3.5878 3.2738 0.0055 0.0136 -0.0137
H -1.1453 -0.9180 4.7575 0.0671 0.0013 -0.0198
H -2.4002 -1.5325 3.6953 -0.0001 0.0197 -0.0152
H -0.8537 -1.0398 3.0162 0.0182 0.0022 0.0121
H 2.3329 -3.3047 5.0864 0.0031 -0.0049 -0.0369
H 0.8734 -3.0472 5.9970 -0.0076 0.0155 0.0030
H 2.0512 -0.8606 4.1902 0.0223 -0.0098 -0.0024
H 2.5444 -1.0852 5.8640 -0.0063 0.0030 0.0106
H 0.8819 -0.6483 5.4927 -0.0102 -0.0011 -0.0438
C -3.9028 4.8569 2.1410 0.0117 0.0254 -0.0152
C -2.6556 4.1898 1.5829 -0.0025 -0.0021 -0.0214
N -1.9201 3.4348 2.5817 -0.0033 -0.0225 -0.0192
C -0.5933 3.0324 2.1461 0.0725 0.0062 0.0261
C -0.4768 2.0326 0.9863 0.0120 0.0111 0.0285
C -2.6833 2.4226 3.2944 -0.0320 -0.0489 0.0186
C -3.3572 1.3325 2.4536 0.0040 -0.1120 0.1006
H -3.6541 5.4761 3.0038 -0.0006 -0.0133 0.0118
H -4.3537 5.4919 1.3775 0.0000 0.0112 0.0070
H -4.6564 4.1303 2.4463 -0.0001 -0.0119 -0.0048
H -1.9770 4.9627 1.2112 0.0002 -0.0033 -0.0219
H -2.9403 3.5858 0.7055 0.0058 -0.0122 0.0189
H -0.0698 2.6272 3.0167 0.0001 -0.0029 0.0022
H -0.0590 3.9463 1.8696 -0.0217 0.0060 -0.0216
H -0.7384 1.0180 1.2880 -0.0214 0.0033 -0.0016
H 0.5538 2.0090 0.6254 0.0047 -0.0046 0.0034
H -1.1133 2.3110 0.1446 -0.0016 0.0075 -0.0043
H -3.4445 2.9231 3.8969 -0.0015 0.0622 -0.0464
H -2.0036 1.9569 4.0131 0.0009 -0.0237 -0.0119
H -3.8774 1.7395 1.5848 0.0101 0.0476 0.0102
H -4.0979 0.8005 3.0548 0.0076 0.0071 0.0203
H -2.6370 0.5945 2.1062 -0.0330 0.0116 -0.0855
```
Forces are in eV/Å.

Calculated values
* DFT total energy: -73074.647 eV
* maximum force: 0.4 eV Å⁻¹
* orbital gap: 8.67 eV
* E_HOMO: -8.076 eV

# 3
DFT (ωB97M-V with the def2-TZVPD basis set) results for C7H13N2 as an isolated structure at a distorted geometry.

Structure (XYZ):
```
22
Properties=species:S:1:pos:R:3:forces:R:3
C -1.8563 -0.2865 -0.4772 1.4031 -0.5050 2.8792
C -0.7951 -0.4285 -1.1986 4.8396 1.0119 -0.2604
C 0.8654 0.2289 -0.3329 -4.8580 -1.9180 -0.3664
C -1.7760 -0.0070 1.0094 1.3267 0.5591 -1.4010
C -0.4578 -0.4253 1.6102 -1.1815 0.8307 -0.9077
C -0.6026 -0.9075 -2.5945 -0.6023 -0.2616 -0.3312
C 1.6217 0.9231 1.8683 1.0773 0.2213 -5.1974
N 0.6398 0.2805 0.9694 1.2015 0.7692 -0.3736
N 1.9449 0.6306 -0.9834 -2.2785 -0.9534 -0.8021
H -2.7389 -0.6448 -0.8462 -2.3855 -0.5749 -1.1978
H -1.8247 1.0486 1.0551 -0.2197 1.4426 0.5907
H -2.5284 -0.3761 1.6348 -1.5378 -0.8320 0.3111
H -0.5628 -0.2543 2.6733 0.8562 0.2667 0.1847
H -0.2681 -1.4312 1.4149 0.0004 -1.9982 0.0904
H -1.0439 -1.8881 -2.7618 0.2554 -0.4427 0.5541
H 0.4139 -0.9607 -2.9789 -0.0201 0.2505 0.1798
H -1.2412 -0.3436 -3.2578 0.2150 0.7781 -0.3626
H 2.4484 0.2248 1.8703 0.3195 -0.0185 1.3771
H 1.9699 1.7156 1.1128 -0.1433 -0.0558 2.2360
H 1.1163 1.2663 2.7131 -0.0818 0.5287 1.4823
H 1.9956 0.6077 -1.9957 -0.2094 -0.0231 0.3167
H 2.6799 1.0274 -0.5045 2.0231 0.9242 0.9981
```
Forces are in eV/Å.

Calculated values
* DFT total energy: -10441.248 eV
* maximum force: 5.3 eV Å⁻¹
* net charge: +1
* orbital gap: 10.79 eV
* ΔE to the lowest compared entry with this formula, charge and spin: 284.6 kJ/mol
* E_HOMO: -13.680 eV

> Which of these has the highest maximum force?

C7H13N2